Molecular formula: C8H9Br9Cl6O3
Method: DFT, the ωB97M-V functional and the def2-TZVPD basis

Last column: Löwdin charge in e.
Element x y z (Å)
Cl 2.75798 0.56323 -2.61133  0.534
Cl 3.26870 3.06307 1.00688  0.550
Br -2.61518 3.63746 -2.16432  0.615
C -0.04920 -0.52035 -0.13277  -0.206
O -3.05899 0.71720 0.88491  0.159
Cl 1.86007 3.04871 -3.84449  0.551
H 0.21663 -1.54983 -0.37926  0.045
H -2.53835 3.28189 0.25402  -0.046
Cl 2.94534 0.57933 2.50651  0.569
H 2.00658 -4.20113 3.44366  -0.035
Br 2.33692 -5.76920 1.53699  0.581
H -3.45026 -4.48603 -2.32698  -0.030
O -1.81476 0.70716 -0.98163  -0.008
C 3.31336 2.27904 2.55220  -1.546
C 2.82143 2.35229 -2.56631  -1.556
H 0.79001 -0.06661 0.39355  0.099
Br 0.04487 -5.71859 3.72328  0.570
C -1.98511 3.97174 -0.37021  -1.564
H 4.27969 2.47116 3.00096  0.011
H 0.17655 0.97740 -1.62788  0.053
C -2.09267 0.38868 0.27524  -0.607
Cl 2.20463 3.15387 3.68660  0.493
Br -1.97829 -3.51415 -0.53472  0.574
H -0.74480 -0.34145 -2.33118  0.135
Br -4.53438 -5.43566 -0.25925  0.553
C -3.67749 -4.06811 -1.35812  -1.560
O -1.13879 -0.44167 0.77306  -0.010
Br 0.46347 -3.10846 1.87298  0.602
Br -4.87391 -2.56519 -1.60631  0.575
C -0.54525 0.19151 -1.40533  -0.120
Br -2.51269 5.75695 0.29139  0.553
H 2.37348 2.71472 -1.64960  -0.073
Br -0.08666 3.67834 -0.11691  0.599
Cl 4.50880 2.90495 -2.67080  0.521
C 1.32829 -4.65229 2.73519  -1.582

Cartesian forces (eV/Å) of the 2 atoms listed first:
0.04 0.48 0.13
0.07 0.05 -0.69

HOMO-LUMO gap = 10.04 eV
HOMO energy = -10.29 eV
Energy = -720100.06776 eV

Molecular formula: C8H9BrCl4MnNO2Si
Method: DFT, the ωB97M-V functional and the def2-TZVPD basis

Last column: Löwdin charge in e.
Element x y z (Å)
H 2.12172 -5.89755 -2.84662  0.114
H -0.95831 2.01732 -1.73294  0.008
C 0.24225 -4.30959 -0.52754  -0.138
Cl 1.69596 0.47626 -2.24089  0.474
Cl -2.16848 0.06496 -1.15726  0.718
H -0.79197 0.42893 2.00463  0.099
H -1.47096 2.03063 -0.00285  0.040
C -1.07803 1.43959 -0.82325  -0.663
Mn 0.09574 -0.18189 -0.42969  0.344
C 1.42139 -5.75345 -2.03536  -0.052
O 0.56054 -1.95460 -0.56761  -0.182
H -0.62621 -1.20514 1.63107  0.056
H 0.67947 -0.29292 2.11520  0.089
C -0.09190 -2.96659 -0.00324  -0.502
Cl 1.19167 3.61983 -0.99303  0.426
H -1.09017 -5.26174 0.85993  0.117
C -0.38776 -5.40797 0.05205  -0.053
H 1.63007 -3.61727 -2.01058  0.114
O -0.91232 -2.78355 0.88545  0.045
N -0.18372 -0.26274 1.57738  0.067
C -0.09981 -6.67273 -0.42373  -0.673
Cl 2.99735 1.49654 0.73961  0.384
Si 1.46447 1.68065 -0.55145  -0.608
C 1.14743 -4.47801 -1.57071  -0.013
Br -0.94239 -8.17096 0.35401  0.780
C 0.79985 -6.85501 -1.46475  -0.101
H 1.01087 -7.85249 -1.82461  0.109

Cartesian forces (eV/Å) of the 2 atoms listed first:
0.00 0.00 0.00
-0.02 0.00 -0.01

HOMO-LUMO gap (spin up / spin down) = 5.99 / 7.17 eV
HOMO energy (spin up / spin down) = -11.47 / -11.47 eV
Total charge = +1
Expectation value of S² = 3.9167
Energy = -173355.13731 eV
Multiplicity = 4

Molecular formula: C8H9BrN2O2
Method: DFT, the ωB97M-V functional and the def2-TZVPD basis

Last column: Löwdin charge in e.
Element x y z (Å)
N -0.86821 -0.59226 -1.15808  0.097
H 1.19090 -2.47726 0.62768  0.102
N 0.89005 1.28603 -0.63015  -0.009
H -2.42528 -3.40622 -1.56583  0.084
H 0.04344 1.12300 -1.27854  0.157
H -1.13232 2.55221 2.36753  0.070
C -0.74577 -3.15799 -0.17610  -0.039
H -0.61940 -4.18986 0.34959  0.147
H 0.41845 2.20663 2.90053  0.065
C 1.19484 0.08560 -0.00555  -0.420
C -1.69877 -2.81609 -1.13541  -0.025
H 2.32858 2.39180 0.31954  0.097
Br 1.28833 3.74631 -1.65967  0.887
C 0.20637 -0.99357 -0.42104  -0.150
C -0.18273 2.23135 1.98193  -0.290
C -1.72559 -1.48850 -1.50843  -0.142
O 2.19520 -0.01974 0.67313  0.093
H -0.11044 1.17956 1.75962  0.048
H -2.35927 -1.00715 -2.15006  0.093
C 0.32820 -2.30516 0.06285  0.008
C 1.59314 2.44622 -0.45567  -0.584
O 0.19029 3.20509 1.10211  -0.288

Cartesian forces (eV/Å) of the 2 atoms listed first:
3.47 1.01 1.79
0.91 -0.79 0.99

HOMO-LUMO gap (spin up / spin down) = 7.29 / 7.28 eV
HOMO energy (spin up / spin down) = -8.10 / -8.09 eV
Energy = -85555.78283 eV

The highest energy belongs to which entry? C8H9BrN2O2